Density functional theory data (the ωB97M-V functional and the def2-TZVPD basis) for 7 unconnected molecules or ions with the total composition C39H79B2ClN3O18 in a non-equilibrium geometry.

The geometry in XYZ format:
```
142
Properties=species:S:1:pos:R:3:lowdin_charge:R:1
Cl 0.736 -5.453 -3.429 0.57
O 6.022 4.180 -4.038 0.11
O -5.506 0.489 -0.856 0.19
O -3.489 2.347 -3.030 0.20
O 2.670 8.860 -2.233 -0.01
O -1.516 1.774 -1.794 0.21
O -3.060 0.055 -2.618 0.19
O 4.179 -1.925 -4.741 -0.01
O 2.773 -0.472 -3.885 0.08
O -1.779 0.086 7.390 0.00
O 2.707 -9.577 1.985 0.11
O -4.858 0.280 1.380 0.18
O -5.840 -2.966 0.019 0.09
O 1.949 -7.515 1.854 0.00
O 3.445 1.090 2.418 -0.19
O 2.096 8.730 -0.115 0.10
O 3.838 4.093 -3.729 -0.01
O -7.819 -2.517 0.854 0.01
O -0.349 -0.540 5.843 0.09
N -0.976 -4.377 0.777 -0.11
N -2.660 -1.744 0.310 0.07
N -2.718 -0.734 -1.558 0.03
C -0.723 -1.650 -2.827 -0.07
C -2.150 0.913 8.499 -0.23
C -0.020 -0.105 1.686 -0.20
C 6.569 -2.118 -5.178 -0.06
C 2.574 9.456 -3.531 -0.24
C 1.751 -6.215 2.412 -0.24
C -7.673 -3.582 -1.357 0.03
C 0.022 1.627 6.725 0.02
C 2.127 9.386 -1.120 -0.53
C -0.691 0.300 6.633 -0.53
C -9.233 -2.288 0.714 -0.22
C 3.711 -8.054 3.496 0.01
C 2.739 -8.457 2.411 -0.53
C 1.657 10.821 -1.140 0.01
C -2.967 -2.182 1.681 -0.08
C -1.886 -1.646 2.657 -0.13
C 5.323 4.275 -1.780 0.02
C -10.029 -3.543 0.997 -0.06
C 2.404 0.293 1.855 -0.24
C -2.987 2.095 8.056 -0.06
C 3.681 10.464 -3.763 -0.06
C 5.165 -2.306 -5.711 -0.23
C -0.568 -3.305 -0.106 -0.12
C -1.632 -1.566 -1.632 -0.08
C 2.153 5.122 -2.305 -0.06
C 0.798 -3.669 -3.281 -0.60
C 3.781 2.172 1.563 -0.12
C 2.694 3.843 -2.908 -0.24
C -2.026 -5.213 0.220 -0.11
C 5.102 4.154 -3.267 -0.53
C 4.479 0.467 -5.236 0.02
C -7.040 -2.977 -0.130 -0.52
C -1.430 -0.200 2.348 -0.16
C -0.608 -3.071 -3.451 -0.24
C -1.610 -2.236 -0.434 -0.07
C -3.341 -0.835 -0.384 -0.03
C 3.727 -0.672 -4.595 -0.53
C 1.076 0.410 2.625 -0.16
C 2.821 -5.249 1.949 -0.06
B -4.615 -0.013 0.064 -0.58
B -2.654 1.403 -2.467 -0.73
H -3.044 -3.270 1.701 0.12
H -9.462 -1.860 -0.263 0.12
H -1.392 -3.755 -3.111 0.10
H -0.411 2.316 6.001 0.09
H 0.264 -1.115 1.366 0.08
H 4.591 1.910 0.868 0.09
H 3.874 -8.913 4.142 0.09
H 0.907 1.451 2.925 0.12
H 6.280 3.818 -1.536 0.09
H 1.070 1.469 6.481 0.09
H -6.999 -3.437 -2.198 0.09
H -2.337 -1.625 3.656 0.12
H 1.674 -6.261 3.501 0.11
H 1.532 -3.226 -3.958 0.07
H -3.314 2.677 8.918 0.08
H 2.912 3.087 -2.151 0.11
H -1.008 -0.893 -3.561 0.12
H -2.430 2.754 7.389 0.07
H 4.990 -3.362 -5.910 0.12
H -0.328 -3.781 -1.061 0.09
H -2.740 0.276 9.156 0.12
H -5.710 -0.154 -1.550 0.12
H 1.164 -3.449 -2.272 0.05
H 2.622 -4.244 2.328 0.07
H 1.244 4.924 -1.737 0.08
H 6.698 -2.672 -4.248 0.08
H 3.773 1.267 -5.449 0.09
H 3.812 -5.553 2.287 0.07
H 2.678 8.636 -4.241 0.12
H 4.570 3.747 -1.198 0.05
H 1.927 5.845 -3.089 0.08
H -3.866 1.753 7.509 0.08
H 2.879 5.592 -1.641 0.07
H -0.086 0.541 0.800 0.11
H -3.924 -1.801 2.028 0.12
H 0.848 10.924 -0.420 0.09
H 5.228 0.833 -4.534 0.10
H 2.480 11.470 -0.844 0.10
H 3.352 -7.247 4.131 0.07
H 1.946 3.408 -3.571 0.12
H 0.781 -5.878 2.047 0.09
H 4.657 -7.769 3.038 0.10
H 1.263 11.142 -2.102 0.07
H 3.616 11.298 -3.064 0.07
H 5.350 5.326 -1.495 0.10
H 4.655 9.997 -3.614 0.09
H -1.176 -4.064 1.715 0.08
H 1.583 9.883 -3.693 0.11
H 4.172 2.966 2.212 0.09
H 2.899 2.580 1.053 0.08
H 2.852 -5.215 0.859 0.08
H -0.997 -2.285 2.715 0.11
H 6.779 -1.071 -4.960 0.07
H -1.367 0.355 3.292 0.10
H 7.303 -2.472 -5.902 0.09
H -11.098 -3.336 0.950 0.09
H -1.797 2.380 -1.093 0.13
H 1.161 -0.232 3.509 0.11
H -9.481 -1.526 1.451 0.12
H 2.258 0.557 0.796 0.11
H -9.789 -3.929 1.988 0.09
H -9.800 -4.334 0.282 0.07
H 0.371 -2.884 0.274 0.13
H -2.877 -4.656 -0.215 0.08
H 4.951 0.212 -6.181 0.08
H 5.005 -1.783 -6.655 0.12
H -2.126 0.346 1.701 0.09
H 0.290 -1.358 -2.507 0.13
H -7.812 -4.651 -1.195 0.10
H 2.767 -0.746 1.878 0.13
H 3.632 10.860 -4.777 0.08
H -1.629 -5.866 -0.569 0.09
H -0.754 -2.953 -4.532 0.12
H -1.272 1.217 9.070 0.12
H -2.452 -5.887 0.972 0.09
H -8.621 -3.126 -1.631 0.08
H -4.152 2.627 -2.384 0.12
H -5.724 -0.085 1.615 0.13
H -0.004 2.073 7.717 0.07
```

Computed properties:
Kohn-Sham gap in hartree: 0.315
Charge: +1
Max |F| in Eh/bohr: 0.036
Electronic energy in eV: -96923.8728
M in g/mol: 935.14
2S+1: 1